Molecular formula: C10H30N8O6Tl
Method: DFT, the ωB97M-V functional and the def2-TZVPD basis

total charge: +1
spin multiplicity: 1
gap between HOMO and LUMO: 2.90 eV

Last column: Mulliken charge in e.
CARTESIAN COORDINATES (ANGSTROEM)
Tl1 -0.076 -0.182 1.105  1.098
C1 1.325 0.649 -3.738  -1.676
C2 0.975 1.585 -2.580  0.761
C3 0.338 2.799 -3.316  -1.399
O1 0.132 1.059 -1.597  -0.433
H1 1.950 -0.183 -3.412  0.444
H2 1.892 1.125 -4.538  0.520
H3 0.505 0.239 -4.327  0.433
H4 1.905 1.939 -2.135  0.187
H5 1.083 3.177 -4.017  0.426
H6 0.028 3.545 -2.584  0.333
H7 -0.571 2.518 -3.847  0.394
C4 3.642 -2.236 2.774  -1.118
C5 2.376 -3.129 2.835  0.567
C6 2.233 -3.696 4.236  -1.209
O2 1.212 -2.658 2.194  -0.352
H8 3.744 -1.740 1.808  0.263
H9 4.574 -2.617 3.192  0.372
H10 3.310 -1.522 3.527  0.298
H11 2.709 -3.986 2.249  0.156
H12 2.924 -4.527 4.378  0.386
H13 1.287 -4.235 4.293  0.349
H14 2.114 -2.971 5.040  0.316
C7 0.309 -2.807 -2.043  0.436
O3 0.416 -2.254 -0.906  -0.581
N1 0.796 -2.389 -3.149  -0.324
N2 -0.186 -4.003 -2.078  -0.412
H15 1.217 -1.485 -2.994  0.106
H16 0.575 -2.701 -4.084  0.193
H17 -0.373 -4.454 -1.193  0.291
H18 -0.268 -4.476 -2.966  0.140
C8 1.359 3.619 1.639  0.613
O4 0.635 2.681 1.284  -0.567
N3 1.735 3.828 2.840  -0.417
N4 1.736 4.541 0.782  -0.424
H19 2.110 4.729 3.102  0.166
H20 1.448 3.206 3.582  0.237
H21 1.488 4.310 -0.169  0.223
H22 2.563 5.076 1.002  0.214
C9 -3.543 -1.934 -0.165  0.518
O5 -2.506 -1.354 -0.159  -0.473
N5 -3.506 -3.176 -0.731  -0.462
N6 -4.599 -1.411 0.275  -0.372
H23 -4.192 -3.906 -0.602  0.218
H24 -2.570 -3.551 -0.782  0.171
H25 -5.507 -1.814 0.091  0.189
H26 -4.461 -0.580 0.832  0.218
C10 -2.803 2.760 0.668  0.476
O6 -2.316 1.698 0.899  -0.463
N7 -2.082 3.837 0.728  -0.291
N8 -4.126 2.875 0.345  -0.447
H27 -2.577 4.717 0.738  0.132
H28 -1.099 3.801 0.959  0.180
H29 -4.704 3.655 0.623  0.192
H30 -4.579 2.009 0.092  0.205